Entry 1:
The following is a quantum chemistry calculation of a single C5H6 molecule at a distorted geometry, from OMol25.

Properties
Strongest force on any atom in hartree/bohr: 0.0857
SMILES: C1=CCC=C1
HOMO-LUMO gap (spin up / spin down) in eV: 8.26 / 8.09
E_HOMO (spin up / spin down) in Eh: -0.2900 / -0.2868
Net charge: 0
Relative energy (zero: lowest compared OMol25 entry of this formula, charge and spin) in kcal/mol: 105.4

Atoms and positions in Å:
C: -1.24 -0.56 -0.28
C: -0.20 -1.10 -0.80
C: 0.66 0.27 0.92
C: -0.70 0.76 0.52
C: 1.01 -0.12 -0.47
H: -2.31 -0.83 -0.55
H: -0.15 -1.81 -1.52
H: 1.14 1.14 1.33
H: 0.54 -0.56 1.58
H: -1.08 1.70 -0.05
H: 1.33 0.60 -1.32

***

Entry 2:
The following is a quantum chemistry calculation of a single C26H29N5O2S molecule at a distorted geometry, from OMol25.

Properties
Strongest force on any atom in hartree/bohr: 0.0251
SMILES: Cc1ccc(C)c(N(C(=O)Cn2nnc3ccccc32)[C@@H](C(=O)NC(C)(C)C)c2ccsc2)c1
HOMO-LUMO gap in eV: 9.32
E_HOMO in Eh: -0.3260
Net charge: 0
Relative energy (zero: lowest compared OMol25 entry of this formula, charge and spin) in kcal/mol: 25.4

Atoms and positions in Å:
C: -3.74 -2.14 2.30
C: -2.45 -2.47 1.62
C: -1.61 -1.46 1.19
C: -0.45 -1.74 0.48
C: -0.07 -3.05 0.21
C: -0.91 -4.06 0.66
C: -2.09 -3.78 1.33
H: -2.73 -4.59 1.65
H: -0.64 -5.09 0.46
C: 1.21 -3.37 -0.49
H: 1.20 -4.39 -0.86
H: 2.05 -3.26 0.20
H: 1.39 -2.69 -1.33
N: 0.37 -0.65 0.04
C: 0.25 -0.12 -1.18
O: 0.95 0.79 -1.61
C: -0.86 -0.71 -2.07
N: -2.17 -0.38 -1.58
C: -2.67 0.85 -1.28
C: -2.18 2.15 -1.38
C: -3.02 3.15 -0.94
C: -4.30 2.88 -0.43
C: -4.79 1.60 -0.34
C: -3.96 0.57 -0.78
N: -4.13 -0.78 -0.82
N: -3.08 -1.31 -1.29
H: -5.78 1.39 0.04
H: -4.91 3.71 -0.10
H: -2.69 4.18 -0.99
H: -1.20 2.36 -1.77
H: -0.72 -0.28 -3.08
H: -0.80 -1.80 -2.12
C: 1.33 -0.14 1.02
C: 1.24 1.35 1.20
C: 0.08 2.07 1.09
S: 0.32 3.74 1.39
C: 1.99 3.47 1.70
C: 2.34 2.17 1.56
H: 3.33 1.79 1.72
H: 2.62 4.30 1.96
H: -0.90 1.72 0.84
H: 1.09 -0.64 1.97
C: 2.78 -0.59 0.67
O: 3.33 -1.43 1.36
N: 3.29 0.02 -0.39
H: 2.67 0.64 -0.91
C: 4.62 -0.22 -0.96
C: 4.72 -1.68 -1.40
H: 5.70 -1.87 -1.84
H: 4.59 -2.34 -0.55
H: 3.96 -1.91 -2.15
C: 5.68 0.08 0.10
H: 5.53 -0.55 0.97
H: 5.62 1.13 0.40
H: 6.67 -0.10 -0.31
C: 4.77 0.71 -2.15
H: 4.69 1.75 -1.84
H: 3.99 0.52 -2.89
H: 5.74 0.57 -2.62
H: -1.86 -0.43 1.41
H: -4.14 -3.01 2.82
H: -3.61 -1.32 3.00
H: -4.46 -1.83 1.54

***

Entry 3:
The following is a quantum chemistry calculation of 2 unconnected molecules or ions with the total composition C8H8N4O4 at a distorted geometry, from OMol25.

Properties
Strongest force on any atom in hartree/bohr: 0.0688
SMILES: O=c1cc[nH]c(=O)[nH]1.O=c1cc[nH]c(=O)[nH]1
HOMO-LUMO gap in eV: 10.19
E_HOMO in Eh: -0.3568
Net charge: 0
Relative energy (zero: lowest compared OMol25 entry of this formula, charge and spin) in kcal/mol: 34.9

Atoms and positions in Å:
C: 0.77 -0.26 -3.66
C: 0.12 0.45 -4.78
C: -0.35 1.64 -4.56
C: 0.31 1.71 -2.19
C: 0.48 -1.94 2.55
C: 0.51 -2.10 3.97
C: -0.22 -1.37 4.78
C: -1.06 0.06 2.99
H: 1.24 -0.10 -1.66
H: 0.07 -0.08 -5.71
H: -0.93 2.10 -5.31
H: -0.81 3.12 -3.07
H: 0.05 -0.43 1.26
H: 1.10 -2.88 4.38
H: -0.15 -1.44 5.82
H: -1.36 0.43 4.93
N: 0.95 0.48 -2.47
N: -0.29 2.26 -3.31
N: -0.15 -0.68 2.21
N: -1.08 -0.30 4.30
O: 1.25 -1.36 -3.78
O: 0.20 2.25 -1.07
O: 1.12 -2.57 1.75
O: -1.76 1.00 2.63

***

Entry 4:
The following is a quantum chemistry calculation of a molecular structure, C3H2FO3V at a distorted geometry, from OMol25.

Properties
Strongest force on any atom in hartree/bohr: 0.1331
HOMO-LUMO gap (spin up / spin down) in eV: 9.62 / 10.46
Multiplicity: 4
E_HOMO (spin up / spin down) in Eh: -0.9445 / -0.9533
Net charge: +3

Atoms and positions in Å:
C: -1.51 0.60 0.11
C: -1.60 -0.88 0.34
O: -0.31 -1.28 0.35
C: 0.51 -0.26 0.04
O: -0.22 0.89 -0.03
O: 1.70 -0.32 0.00
V: 3.38 0.32 -0.24
F: -2.32 1.20 -0.66
H: -2.29 -1.48 -0.27
H: -2.06 -0.08 1.34

***

Entry 5:
The following is a quantum chemistry calculation of 4 unconnected molecules or ions with the total composition C2H11NO4 at a distorted geometry, from OMol25.

Properties
Strongest force on any atom in hartree/bohr: 0.0270
HOMO-LUMO gap (spin up / spin down) in eV: 2.52 / 10.30
Multiplicity: 2
E_HOMO (spin up / spin down) in Eh: 0.0291 / -0.2603
Net charge: -1
Relative energy (zero: lowest compared OMol25 entry of this formula, charge and spin) in kcal/mol: 0.8

Atoms and positions in Å:
C: 1.35 1.01 1.41
C: 0.97 0.82 -0.04
N: -0.37 0.78 -0.29
O: 1.81 0.58 -0.89
H: 0.44 1.01 2.02
H: 1.85 1.96 1.61
H: 1.96 0.16 1.70
H: -1.10 0.80 0.40
H: -0.61 1.06 -1.23
H: -1.49 -1.42 1.41
H: -2.91 -0.87 1.27
O: -2.19 -0.94 1.90
H: 0.96 1.16 -2.65
H: 0.98 1.86 -3.97
O: 0.44 1.25 -3.46
H: -0.30 -3.35 0.92
H: -1.04 -3.18 -0.45
O: -0.73 -2.69 0.33

***

Entry 6:
The following is a quantum chemistry calculation of 2 unconnected molecules or ions with the total composition C3H11N2 at a distorted geometry, from OMol25.

Properties
Strongest force on any atom in hartree/bohr: 0.0735
HOMO-LUMO gap in eV: 10.16
E_HOMO in Eh: -0.4957
Net charge: +1
Relative energy (zero: lowest compared OMol25 entry of this formula, charge and spin) in kcal/mol: 47.9

Atoms and positions in Å:
C: -2.08 0.34 0.36
N: -1.01 1.12 -0.28
H: -1.95 0.27 1.40
H: -2.04 -0.70 -0.03
H: -3.09 0.67 0.09
H: -0.19 0.57 -0.80
H: -1.37 1.82 -0.99
H: -0.69 1.75 0.47
C: 1.36 -0.88 1.21
C: 1.76 -1.12 -0.05
N: 1.40 -0.17 -1.04
H: 0.39 -0.37 1.46
H: 1.89 -1.32 2.08
H: 2.39 -1.86 -0.57
H: 2.13 0.51 -1.37
H: 1.11 -0.63 -1.94